Density functional theory data (ωB97M-V/def2-TZVPD) for C34H19Br2Cl5F3NOPSc as an isolated structure.

net charge	0
energy	-279946.477	eV
gap between HOMO and LUMO	0.277	Ha

Last column: Löwdin charge in e.
Positions of all 67 atoms, in Å:
Sc  -0.2792  -0.2704  0.4920  0.868
Cl  -1.3514  1.2285  3.7052  0.753
C  0.2953  0.6755  3.6620  -0.665
C  0.7688  0.0688  2.5026  -0.235
C  2.0957  -0.3253  2.5479  -0.671
Cl  2.7512  -1.0764  1.1044  0.713
C  2.9333  -0.1614  3.6456  -0.710
Cl  4.5735  -0.6832  3.6076  0.680
C  2.4106  0.4398  4.7867  -0.704
Cl  3.4017  0.6584  6.1757  0.682
C  1.0820  0.8637  4.7972  -0.703
Cl  0.4360  1.6082  6.2094  0.679
Br  -3.7162  3.2995  1.5137  0.809
C  -1.9387  3.5795  0.9557  -0.596
C  -1.4172  4.8867  0.9517  -0.157
C  -0.1340  5.1261  0.5591  -0.623
Br  0.5136  6.9064  0.5564  0.779
C  0.7105  4.0604  0.1589  -0.178
C  2.0479  4.1920  -0.2706  -0.011
C  2.7554  3.0809  -0.6328  -0.025
C  2.1448  1.8201  -0.5490  -0.119
N  0.9052  1.6553  -0.1446  0.052
C  0.1749  2.7585  0.1899  -0.130
C  -1.1802  2.4951  0.5730  -0.420
O  -1.6065  1.2596  0.5152  -0.271
H  -2.0520  5.7045  1.2627  0.098
H  2.4981  5.1746  -0.3110  0.085
H  3.7798  3.1526  -0.9698  0.112
H  2.6988  0.9263  -0.8051  0.083
F  -0.3978  -1.6908  -2.5322  0.127
C  0.3804  -1.0725  -1.7114  -0.189
F  0.0222  -2.1953  0.1691  -0.457
F  1.5849  -1.4484  -1.9966  0.115
C  -3.5711  -5.6711  -1.5410  -0.085
C  -3.2998  -4.6055  -2.3901  -0.078
C  -3.0908  -3.3408  -1.8674  -0.103
C  -3.1578  -3.1194  -0.4914  -0.354
C  -3.4367  -4.1891  0.3508  -0.077
C  -3.6397  -5.4596  -0.1735  -0.076
P  -2.8819  -1.4044  0.0753  1.099
C  -4.3948  -0.5801  -0.5146  -0.360
C  -5.6321  -1.2247  -0.4648  -0.087
C  -6.7702  -0.5886  -0.9299  -0.076
C  -6.6826  0.6963  -1.4544  -0.081
C  -5.4571  1.3399  -1.5114  -0.082
C  -4.3142  0.7035  -1.0436  -0.104
C  -3.0676  -1.4934  1.8891  -0.372
C  -4.0868  -0.8402  2.5786  -0.081
C  -4.1358  -0.8921  3.9637  -0.088
C  -3.1658  -1.5839  4.6751  -0.094
C  -2.1335  -2.2156  3.9985  -0.081
C  -2.0776  -2.1661  2.6128  -0.136
H  -3.7304  -6.6619  -1.9468  0.102
H  -3.2480  -4.7618  -3.4600  0.104
H  -2.8850  -2.5121  -2.5359  0.101
H  -3.5032  -4.0372  1.4198  0.100
H  -3.8559  -6.2844  0.4935  0.104
H  -5.6993  -2.2306  -0.0665  0.112
H  -7.7263  -1.0946  -0.8879  0.104
H  -7.5729  1.1926  -1.8194  0.103
H  -5.3861  2.3419  -1.9150  0.105
H  -3.3584  1.2081  -1.0682  0.085
H  -4.8402  -0.2858  2.0338  0.103
H  -4.9328  -0.3821  4.4901  0.108
H  -3.2048  -1.6135  5.7564  0.107
H  -1.3624  -2.7427  4.5461  0.112
H  -1.2726  -2.6740  2.0904  0.098

Force components x, y, z for each atom (eV/Å):
0.007 -0.071 -0.097
0.001 0.027 -0.019
0.017 -0.019 -0.033
-0.013 -0.028 0.062
-0.042 0.023 0.003
0.020 0.006 -0.025
0.004 -0.009 -0.004
0.006 0.000 0.002
0.000 0.004 0.021
0.003 0.000 -0.005
-0.013 -0.006 -0.009
0.010 0.002 0.009
-0.005 0.008 0.004
0.009 -0.028 0.021
-0.008 0.013 0.005
-0.001 0.024 0.000
-0.004 -0.013 0.000
0.025 -0.022 0.001
-0.009 0.008 0.002
0.024 0.003 -0.002
-0.009 -0.007 -0.001
0.048 0.009 0.005
-0.060 -0.008 0.020
0.073 0.028 -0.046
-0.007 -0.015 0.009
0.000 -0.004 0.001
-0.002 -0.001 0.001
-0.008 0.000 0.003
-0.004 0.004 -0.001
-0.002 -0.008 -0.001
0.014 0.004 -0.017
-0.028 0.135 0.060
0.004 -0.008 0.004
-0.003 0.001 -0.003
0.000 -0.005 -0.005
0.005 0.008 0.003
0.032 0.025 -0.027
-0.005 0.008 0.006
-0.003 -0.008 0.003
-0.035 -0.059 0.038
-0.005 -0.007 0.010
0.007 -0.006 0.001
-0.009 0.001 -0.004
-0.001 0.001 0.004
0.001 0.005 -0.001
-0.013 -0.002 -0.007
0.001 0.025 0.000
-0.006 -0.001 0.006
-0.021 0.000 -0.005
0.010 -0.004 -0.002
0.004 0.000 0.014
-0.012 -0.026 -0.012
0.003 0.005 0.002
-0.002 0.001 0.005
-0.005 -0.011 0.005
0.007 0.004 0.015
0.002 0.003 -0.004
-0.004 0.007 -0.002
0.006 0.003 0.001
0.002 -0.002 0.000
-0.001 -0.005 0.004
0.001 0.001 -0.004
-0.002 -0.009 0.001
0.006 -0.002 -0.005
0.003 -0.005 -0.004
-0.004 0.003 0.002
-0.007 -0.001 -0.009

Density functional theory data (ωB97M-V/def2-TZVPD) for C42H70Br2FI3N2O13S as an isolated structure.

net charge	0
energy	-252198.239	eV
gap between HOMO and LUMO	0.278	Ha

Last column: Löwdin charge in e.
Positions of all 134 atoms, in Å:
C  2.4607  0.8519  0.8353  -0.004
C  3.2637  0.5465  2.0525  -0.071
C  2.8919  0.8621  3.6090  -0.374
C  1.5343  0.1802  4.1961  -0.152
C  0.7317  -0.8354  3.1994  -0.452
S  -0.7048  0.0490  2.3007  0.867
C  -1.0112  -0.8544  0.6866  -0.446
N  -2.2717  -1.0169  -0.1402  -0.004
N  -1.8552  -1.7743  -1.2254  -0.042
C  -0.3803  -2.1158  -1.1519  -0.022
O  0.1658  -1.5216  0.1080  -0.137
O  2.9499  2.3196  3.9668  -0.175
C  1.9117  3.0930  3.2948  -0.217
F  1.1018  3.7493  4.3897  -0.068
C  2.4986  4.3637  2.3746  -0.725
O  3.7895  3.9634  1.8335  -0.119
I  1.0965  4.4104  0.6344  0.904
O  2.4301  5.5329  3.2179  -0.170
C  3.4234  6.5667  2.9940  -0.673
Br  3.6247  7.2152  1.1009  0.712
C  4.8897  6.2928  3.7533  -0.123
C  6.1807  6.7514  2.8155  -0.173
C  6.6227  8.3520  2.6145  -0.053
C  7.8900  8.8590  1.7063  -0.069
C  8.8665  7.7785  0.9510  -0.041
C  8.4947  6.1673  1.1367  -0.171
C  9.5033  5.1014  0.4028  -0.125
C  7.1743  5.6615  2.0301  0.022
C  2.8295  7.9082  3.8099  -0.230
C  1.3043  8.3088  3.3634  -0.657
C  0.5664  8.8951  4.7453  -0.178
Br  1.2341  9.8726  2.0565  0.546
C  4.1463  0.2336  4.5271  -0.568
I  5.3679  1.5828  5.8198  0.731
C  4.5218  -1.2002  4.5763  -0.695
C  3.7270  -2.3510  3.7275  -0.163
I  6.1996  -1.8887  5.8767  0.678
H  1.3969  1.3612  0.8178  0.008
H  2.8963  0.5641  -0.2384  0.098
H  4.3222  0.0368  1.8347  0.130
H  1.8230  -0.4664  5.1583  0.138
H  0.7230  0.9540  4.6065  0.140
H  1.3957  -1.4713  2.4764  0.074
H  0.1805  -1.6261  3.9050  0.101
H  0.3120  -2.7476  -1.8704  0.143
H  1.1345  2.4777  2.6699  0.088
H  4.4999  3.8267  2.5226  0.104
H  4.9707  6.9738  4.7309  0.128
H  4.9822  5.1818  4.1565  0.122
H  5.9709  9.1989  3.1332  0.086
H  8.1461  10.0068  1.5624  0.088
H  9.7918  8.1591  0.3321  0.092
H  10.4880  5.0639  1.0769  0.093
H  9.8359  5.4977  -0.6470  0.066
H  9.0741  4.0112  0.4073  0.082
H  6.9287  4.5230  2.1599  0.083
H  3.5467  8.7936  3.4693  0.103
H  2.9358  7.7326  4.9645  0.127
H  0.6402  7.4191  2.9941  0.108
H  0.2448  8.0054  5.4340  0.089
H  1.4285  9.4867  5.3107  0.086
H  -0.2863  9.6506  4.4785  0.066
H  2.6600  -2.5901  4.1912  0.091
H  3.6610  -2.1654  2.5709  0.082
H  4.3464  -3.3620  3.8574  0.073
C  -8.6165  -6.9451  -1.3152  -0.104
O  -7.3822  -6.4450  -0.8263  -0.209
C  -6.2480  -7.1390  -1.3413  -0.190
C  -5.0899  -6.1728  -1.6071  -0.170
O  -5.2758  -5.3077  -2.7377  -0.129
C  -6.3117  -4.3242  -2.6338  -0.172
C  -6.0258  -3.1927  -1.6412  -0.186
O  -6.0690  -3.6669  -0.2980  -0.209
C  -5.0232  -3.1449  0.5110  -0.114
H  -8.8768  -7.8705  -0.7934  0.080
H  -9.3879  -6.1962  -1.1196  0.091
H  -8.5814  -7.1159  -2.3962  0.087
H  -6.4932  -7.6665  -2.2714  0.123
H  -5.9469  -7.8741  -0.5906  0.122
H  -4.2034  -6.7712  -1.8433  0.124
H  -4.8323  -5.5951  -0.7172  0.110
H  -7.2774  -4.7934  -2.4450  0.109
H  -6.3887  -3.8750  -3.6307  0.125
H  -6.7992  -2.4242  -1.7373  0.123
H  -5.0536  -2.7401  -1.8784  0.120
H  -4.0634  -3.1734  -0.0084  0.058
H  -4.9403  -3.7713  1.4011  0.087
H  -5.2629  -2.1245  0.8152  0.085
C  9.6258  8.2790  -7.3119  -0.111
O  8.7794  7.4241  -6.5598  -0.208
C  9.1287  6.0459  -6.6685  -0.188
C  8.9383  5.3264  -5.3301  -0.168
O  9.9083  5.6590  -4.3251  -0.130
C  9.8773  6.9976  -3.8169  -0.171
C  8.6601  7.3261  -2.9464  -0.193
O  7.4712  7.3853  -3.7299  -0.202
C  6.3595  6.7589  -3.1038  -0.099
H  9.3532  8.2366  -8.3702  0.086
H  9.4869  9.3001  -6.9484  0.089
H  10.6810  8.0172  -7.1808  0.085
H  10.1689  5.9237  -6.9945  0.122
H  8.4714  5.6013  -7.4201  0.124
H  9.0622  4.2527  -5.5076  0.125
H  7.9245  5.4505  -4.9442  0.111
H  10.0074  7.7229  -4.6203  0.110
H  10.7679  7.0905  -3.1847  0.123
H  8.7968  8.3124  -2.4920  0.123
H  8.5776  6.5812  -2.1435  0.095
H  6.6351  5.7962  -2.6690  0.086
H  5.6010  6.5759  -3.8672  0.089
H  5.9434  7.4180  -2.3398  0.086
C  -10.5069  -13.9483  -1.3048  -0.110
O  -11.3158  -12.9754  -0.6630  -0.209
C  -10.5677  -11.8937  -0.1119  -0.187
C  -11.3145  -10.5680  -0.2852  -0.168
O  -11.3502  -10.0693  -1.6310  -0.133
C  -12.1072  -10.8287  -2.5804  -0.172
C  -13.6249  -10.7817  -2.3767  -0.188
O  -14.0065  -11.4959  -1.2040  -0.207
C  -14.9983  -10.8230  -0.4398  -0.108
H  -10.0288  -14.5876  -0.5572  0.086
H  -11.1519  -14.5618  -1.9387  0.089
H  -9.7509  -13.4833  -1.9461  0.085
H  -9.5808  -11.8116  -0.5838  0.123
H  -10.4310  -12.1008  0.9525  0.124
H  -10.7799  -9.8058  0.2918  0.121
H  -12.3204  -10.6118  0.1371  0.111
H  -11.7391  -11.8529  -2.6429  0.110
H  -11.8924  -10.3751  -3.5548  0.126
H  -14.1182  -11.2667  -3.2249  0.124
H  -13.9525  -9.7342  -2.3357  0.123
H  -14.7716  -9.7600  -0.3373  0.085
H  -15.0084  -11.2605  0.5602  0.089
H  -15.9787  -10.9620  -0.8988  0.086

Force components x, y, z for each atom (eV/Å):
1.972 -0.895 2.728
-1.586 0.718 -3.786
1.350 -0.690 0.679
-1.177 -0.649 0.580
-0.131 -1.854 0.966
0.347 -1.160 -1.517
-0.604 -1.591 -2.307
7.065 -0.760 1.915
5.823 -0.752 1.050
-4.353 2.270 2.214
-5.104 0.243 -2.139
-2.237 -0.239 -2.366
-0.933 0.851 1.360
1.671 -1.705 -2.320
0.995 -1.916 1.461
-1.219 1.084 1.145
0.749 0.367 0.774
1.971 -0.583 -2.159
0.040 2.103 2.502
-0.250 -0.840 0.902
1.267 0.450 -0.335
4.079 0.987 -2.447
1.569 -1.935 -1.383
-0.396 -4.102 0.120
-4.089 -1.308 2.904
-1.631 2.332 0.994
0.333 0.557 1.499
0.524 4.131 0.079
0.313 -0.070 -1.613
-0.789 -0.160 2.565
1.363 0.332 -0.305
0.162 -1.343 0.778
1.110 -3.856 0.084
-1.320 -0.697 -1.320
-1.936 3.605 -0.970
0.788 -1.229 0.757
-1.618 0.301 -1.312
2.449 -1.204 0.260
-0.889 0.687 2.735
-2.540 1.319 0.792
-0.540 1.473 -2.234
2.048 -1.280 -1.013
-1.277 1.662 1.241
1.199 1.744 -1.527
-1.754 1.595 1.851
1.707 0.971 1.373
-1.508 0.218 -0.501
-0.433 -1.448 -2.239
-0.125 2.224 -1.137
1.512 -2.067 -1.218
-0.821 -2.691 0.534
-2.088 -1.044 1.354
-2.080 0.069 -1.477
-0.881 -0.965 1.954
0.685 2.260 -0.302
0.721 2.379 -0.438
-1.518 -1.878 0.972
-0.502 0.233 -2.245
1.647 1.787 0.217
0.419 1.694 -1.405
-2.003 -1.070 -1.064
1.527 -1.743 0.623
2.236 0.769 -1.008
0.056 0.025 2.366
-1.347 2.261 -0.296
0.177 0.148 0.304
-0.053 -0.092 -0.531
0.007 0.591 0.168
-0.036 -0.019 -0.157
-0.227 -0.083 0.438
0.131 0.207 -0.060
-0.201 -0.450 0.053
0.555 0.012 -0.100
-0.411 -0.209 -0.037
-0.143 -0.108 -0.175
0.124 -0.070 0.099
0.017 -0.098 0.027
-0.040 0.071 0.033
0.244 -0.179 -0.054
-0.142 0.002 -0.157
-0.292 -0.043 0.026
0.058 0.037 0.271
0.197 -0.027 0.082
-0.005 0.093 -0.269
-0.060 -0.108 0.091
0.025 0.125 -0.064
-0.151 0.024 -0.016
0.220 0.143 0.026
-0.377 -0.069 0.144
0.568 -0.020 0.019
-0.270 0.211 0.484
0.130 -0.019 -0.029
-0.328 0.265 -0.196
-0.035 -0.077 0.212
0.050 0.069 -0.589
0.035 -0.553 0.286
0.100 0.350 -0.307
0.190 0.055 -0.096
-0.116 -0.127 -0.043
-0.003 -0.057 -0.071
-0.036 0.066 0.044
0.034 -0.294 -0.051
0.183 0.115 -0.005
0.057 0.252 -0.150
-0.275 0.007 -0.005
-0.090 -0.170 0.029
0.229 -0.005 0.179
-0.091 0.059 -0.134
0.041 -0.035 0.141
0.063 0.131 -0.003
-0.097 -0.128 0.195
-0.335 0.073 0.215
0.395 0.123 -0.381
-0.560 0.076 -0.169
0.130 0.020 -0.078
-0.190 -0.392 0.199
-0.107 0.206 -0.088
0.378 -0.358 0.175
-0.060 0.617 0.191
0.237 -0.467 -0.111
0.179 -0.067 -0.109
-0.015 0.055 0.166
0.058 0.002 0.069
-0.073 -0.031 -0.034
0.149 0.208 0.158
0.095 -0.058 -0.174
0.061 -0.272 -0.090
-0.205 -0.056 0.194
-0.046 0.128 0.162
0.077 0.139 -0.235
0.052 -0.114 0.089
-0.034 0.108 -0.069
-0.003 -0.087 -0.117
-0.163 0.173 0.038

| no. | LUMO (eV) |
| --- | --- |
| 1 | -0.59 |
| 2 | -0.73 |